No. 1
Entry from OMol25: a 2-piece molecular cluster, CH4N3P overall (ωB97M-V/def2-TZVPD).

Results
charge	0
LUMO energy	-0.0730	Ha
HOMO level	-8.40	eV
energy above the lowest of the compared OMol25 structures with the same formula, charge and spin	59.22	kcal per mole
HOMO-LUMO gap	0.2358	Ha
total energy	-546.02798	a.u.

```
9
Properties=species:S:1:pos:R:3:nbo_charge:R:1
C -2.36 -0.18 -0.29 -0.238
N -2.67 0.42 0.64 -0.673
N 0.87 1.20 0.00 -1.128
N 0.73 -1.28 -0.13 -1.107
P 0.76 -0.01 -1.20 1.411
H 0.58 0.94 0.96 0.454
H 1.13 2.07 -0.50 0.438
H 0.76 -1.01 0.79 0.394
H 0.19 -2.15 -0.27 0.449
```

---

No. 2
Entry from OMol25: one molecule with the formula C6H13N (ωB97M-V/def2-TZVPD).

Results
charge	0
LUMO energy	0.0425	Ha
SMILES	C=CC[C@H](C)NC
HOMO level	-8.65	eV
energy above the lowest of the compared OMol25 structures with the same formula, charge and spin	20.17	kcal per mole
HOMO-LUMO gap	0.3603	Ha
total energy	-291.12660	a.u.

```
20
Properties=species:S:1:pos:R:3:nbo_charge:R:1
C -0.20 -0.15 -2.87 -0.386
C -0.86 0.39 -1.87 -0.165
C -0.19 1.13 -0.74 -0.444
C -0.13 0.33 0.55 -0.036
C 0.15 1.24 1.74 -0.622
N 0.75 -0.83 0.45 -0.630
C 0.31 -1.99 1.20 -0.406
H -0.71 -0.73 -3.63 0.196
H 0.88 -0.04 -2.96 0.191
H -1.94 0.29 -1.80 0.189
H -0.64 2.11 -0.55 0.210
H 0.82 1.37 -1.09 0.202
H -1.14 -0.06 0.71 0.179
H -0.72 1.89 1.82 0.209
H 0.98 1.89 1.47 0.199
H 0.34 0.71 2.66 0.212
H 1.69 -0.56 0.71 0.351
H -0.39 -2.59 0.64 0.190
H 1.17 -2.63 1.37 0.199
H -0.16 -1.76 2.17 0.162
```

---

HOMO-LUMO gap of number 1 (CH4N3P)?
0.2358 Ha